9 unconnected molecules or ions with the total composition C13H38BrFN20O10S in a non-equilibrium geometry, computed with ωB97M-V/def2-TZVPD.

Net charge ... 0
HOMO level ... -9.17 eV
Frontier orbital gap ... 0.2860 hartree

Structure (XYZ):
```
84
Properties=species:S:1:pos:R:3:forces:R:3
O 4.021 0.166 0.508 -3.16 1.48 -5.38
S 3.205 0.262 -0.810 1.90 -5.97 2.20
O 2.915 -1.173 -1.403 1.10 6.43 1.52
F 4.065 1.224 -1.991 -2.05 -1.69 2.37
C 1.460 1.006 -0.532 -0.32 0.91 -0.08
N 1.141 1.231 0.843 0.79 -0.65 -4.29
N -0.065 1.697 1.037 -1.24 0.06 -4.12
C -0.817 1.887 -0.167 -2.56 1.10 0.30
C -2.383 2.432 0.086 0.27 -1.11 0.49
C -3.426 1.972 -1.090 -1.02 -0.55 -0.18
C -3.959 0.405 -0.861 -0.94 1.36 0.80
Br -2.701 -0.875 -1.757 -0.67 0.54 0.46
N -0.478 1.700 -1.547 0.29 0.10 4.18
N 0.729 1.233 -1.738 1.98 -0.46 3.84
H -2.410 3.587 0.318 0.32 -2.28 -0.75
H -2.755 1.897 1.086 0.97 1.21 -2.13
H -4.405 2.643 -1.059 2.16 -1.36 0.23
H -3.015 2.044 -2.183 -0.49 -0.03 2.25
H -5.076 0.255 -1.250 2.92 0.13 0.58
H -3.964 0.137 0.282 0.11 0.52 -2.40
N -6.445 -3.684 -3.273 -0.79 -0.31 -1.36
C -6.027 -3.010 -2.187 0.35 0.21 0.49
N -5.183 -3.696 -1.394 0.49 -0.11 0.82
O -6.383 -1.868 -1.941 -0.31 0.53 0.12
H -6.163 -4.625 -3.492 -0.01 0.17 0.11
H -7.081 -3.204 -3.896 0.29 -0.21 0.24
H -4.844 -3.224 -0.566 -0.04 -0.16 -0.44
H -4.879 -4.636 -1.580 0.02 -0.14 0.21
N 5.713 3.878 -3.172 0.43 -0.06 0.94
C 5.642 4.229 -4.469 0.33 0.15 0.37
N 4.662 3.618 -5.160 -0.95 -0.39 -1.28
O 6.404 5.036 -4.978 0.31 0.36 -0.23
H 5.095 3.216 -2.735 0.08 0.12 -0.02
H 6.436 4.315 -2.616 -0.30 -0.05 0.10
H 4.574 3.853 -6.140 0.01 -0.12 0.41
H 4.025 2.951 -4.759 0.14 0.12 -0.02
N -3.701 -6.560 1.318 -0.09 0.92 0.80
C -3.897 -7.178 0.140 -0.08 0.29 -0.01
N -3.486 -8.458 0.105 0.22 -1.32 -0.57
O -4.406 -6.621 -0.821 -0.16 0.18 -0.46
H -3.283 -7.001 2.120 0.06 0.12 -0.08
H -3.996 -5.594 1.387 0.15 -0.40 0.03
H -3.616 -8.960 -0.764 0.07 0.18 0.37
H -3.065 -8.933 0.885 -0.07 0.14 -0.12
N -8.268 2.041 0.554 -0.59 1.45 -0.09
C -7.372 1.037 0.578 0.32 -0.27 -0.02
N -7.908 -0.185 0.744 -0.01 -1.19 0.32
O -6.171 1.221 0.459 0.02 0.30 0.21
H -9.260 1.910 0.650 0.21 0.01 -0.04
H -7.906 2.978 0.431 -0.19 -0.37 0.05
H -7.269 -0.969 0.767 -0.28 0.23 -0.22
H -8.894 -0.357 0.843 0.21 0.05 -0.07
N 1.924 -2.713 4.282 0.09 -1.35 0.85
C 1.439 -1.681 3.568 -0.23 0.41 -0.20
N 2.363 -0.780 3.190 0.40 0.98 -0.41
O 0.256 -1.571 3.287 -0.36 -0.16 -0.11
H 2.894 -2.820 4.524 -0.20 0.06 -0.05
H 1.261 -3.414 4.587 0.32 0.22 -0.09
H 2.040 0.013 2.650 0.23 -0.19 0.05
H 3.341 -0.853 3.412 -0.18 0.01 -0.11
N 9.243 6.156 0.041 0.55 -0.09 1.44
C 8.364 6.059 -0.972 -0.24 -0.03 -0.24
N 8.822 6.507 -2.155 -0.04 0.29 -1.18
O 7.241 5.601 -0.830 -0.39 -0.22 0.08
H 10.172 6.531 -0.057 -0.20 -0.08 0.00
H 8.938 5.830 0.949 0.17 0.12 -0.36
H 8.192 6.451 -2.944 0.19 -0.01 0.09
H 9.744 6.887 -2.292 -0.19 -0.10 0.04
N 1.357 -7.140 2.692 0.91 -1.30 -0.12
C 0.345 -6.331 3.055 -0.44 0.15 0.13
N 0.443 -5.072 2.592 -0.34 1.09 -0.12
O -0.585 -6.709 3.749 -0.30 -0.20 0.14
H 2.132 -6.847 2.121 -0.17 -0.04 0.10
H 1.322 -8.096 3.020 0.05 0.39 -0.14
H -0.298 -4.430 2.843 0.28 -0.04 -0.18
H 1.201 -4.742 2.020 -0.15 0.01 0.10
N 3.744 5.421 1.276 1.03 0.75 -0.23
C 2.942 4.347 1.162 0.26 -0.15 -0.27
N 1.852 4.378 1.949 -1.32 -0.42 0.60
O 3.185 3.419 0.406 -0.06 -0.29 -0.31
H 3.561 6.194 1.893 0.01 -0.18 -0.13
H 4.576 5.437 0.701 -0.16 0.05 0.14
H 1.222 3.588 1.894 0.19 0.33 0.16
H 1.635 5.133 2.578 0.06 -0.15 -0.13
```
Forces are in eV/Å.



A molecular structure, C13H40AgN8O6 in a non-equilibrium geometry, computed with ωB97M-V/def2-TZVPD.

Net charge ... +1
HOMO level ... -11.05 eV
Frontier orbital gap ... 0.3276 hartree

Structure (XYZ):
```
68
Properties=species:S:1:pos:R:3:forces:R:3
Ag 0.168 -9.607 -12.269 -0.35 -0.25 0.24
C 1.104 -12.129 -8.647 0.31 -1.51 0.27
C -0.099 -11.481 -9.212 0.05 0.65 -0.93
O 0.376 -10.267 -9.886 -1.17 -0.30 0.60
H 1.932 -12.199 -9.353 -0.04 0.41 -0.08
H 0.850 -13.171 -8.456 0.06 -0.13 0.53
H 1.420 -11.652 -7.719 0.13 -0.06 -0.06
H -0.853 -11.344 -8.437 0.05 0.79 0.13
H -0.649 -12.072 -9.944 0.49 0.01 -0.39
H 0.563 -9.636 -9.187 0.14 0.21 -0.01
C -1.166 -12.041 -16.295 -1.72 1.22 -0.21
O -1.725 -12.185 -17.341 -0.75 0.29 -2.06
N -0.409 -12.906 -15.732 3.51 -4.99 1.76
N -1.304 -11.013 -15.452 -0.96 3.14 0.79
H -0.139 -12.824 -14.762 0.10 0.02 -0.37
H -0.313 -13.820 -16.151 -0.05 0.23 0.02
H -0.838 -11.032 -14.556 -0.09 0.39 -0.20
H -1.710 -10.165 -15.820 0.02 -0.23 0.29
C 1.335 -12.820 -12.665 -1.01 -0.77 0.27
O 0.719 -11.795 -12.867 -1.33 0.55 -0.84
N 2.557 -12.890 -12.275 4.33 0.97 1.30
N 0.882 -14.074 -12.768 -2.66 -1.81 -0.66
H 3.086 -12.034 -12.183 0.13 -0.18 0.07
H 2.901 -13.799 -12.002 0.59 0.77 0.00
H 1.458 -14.853 -12.482 -0.38 0.18 -0.19
H -0.115 -14.231 -12.774 0.16 -0.05 -0.08
C 3.298 -8.659 -11.457 -0.50 -1.95 -0.77
O 2.740 -9.415 -12.224 -0.99 -0.82 -1.77
N 2.752 -7.664 -10.836 -1.36 2.82 1.87
N 4.538 -8.836 -11.084 3.12 -0.51 0.84
H 3.291 -7.314 -10.057 -0.71 0.60 -0.24
H 1.783 -7.430 -10.998 -0.08 -0.03 0.12
H 4.707 -8.426 -10.177 1.18 -0.60 -0.31
H 5.026 -9.644 -11.444 0.06 0.23 0.48
C 0.858 -6.175 -15.193 1.52 0.76 -0.94
C 1.016 -7.059 -13.967 -1.15 0.73 0.39
C 0.381 -6.328 -12.795 0.12 0.98 0.60
O 0.206 -7.105 -11.604 -0.96 0.31 0.31
C -0.265 -6.378 -10.453 0.24 0.49 0.26
N 0.301 -8.305 -14.155 0.21 -0.45 -0.30
H 1.203 -5.156 -15.019 0.04 0.12 0.24
H -0.078 -6.063 -15.742 -0.56 -0.48 0.77
H 1.540 -6.538 -15.962 0.14 -0.14 -0.08
H 2.071 -7.182 -13.720 -0.04 -0.54 -0.29
H -0.563 -5.883 -13.109 -0.39 -0.13 0.08
H 1.038 -5.495 -12.545 0.08 0.27 0.00
H 0.482 -5.665 -10.104 0.46 -0.08 -0.02
H -0.501 -7.048 -9.627 0.30 -0.43 -0.33
H -1.152 -5.750 -10.535 -0.30 -0.25 -0.98
H 0.690 -8.810 -14.938 0.23 -0.28 -0.12
H -0.627 -8.049 -14.462 -0.35 -0.02 -0.02
C -4.290 -7.728 -12.774 0.44 0.13 0.80
C -3.040 -8.136 -11.964 0.47 0.27 0.37
C -3.311 -8.487 -10.482 -0.58 0.90 -0.57
O -4.117 -9.667 -10.441 -0.44 0.40 1.30
C -4.830 -9.841 -9.187 -1.00 0.70 -0.56
N -2.424 -9.333 -12.504 -0.59 -0.44 -0.27
H -4.611 -6.722 -12.503 -0.05 0.04 -0.03
H -5.120 -8.409 -12.588 0.06 -0.08 -0.07
H -4.042 -7.732 -13.836 -0.09 0.03 -0.06
H -2.222 -7.431 -12.108 -0.46 0.92 0.72
H -3.839 -7.622 -10.079 -0.21 -0.07 0.48
H -2.386 -8.641 -9.928 0.19 -0.05 -0.02
H -5.558 -9.064 -8.954 0.37 1.18 -0.50
H -4.231 -9.868 -8.276 0.48 -0.66 -0.33
H -5.603 -10.602 -9.289 1.00 -0.98 -0.12
H -3.117 -9.962 -12.124 0.26 -1.57 -0.60
H -2.641 -9.226 -13.484 0.28 -0.85 -0.49
```
Forces are in eV/Å.



A molecular structure, C13H40BBeCl2K2LiNNbO11P2 in a non-equilibrium geometry, computed with ωB97M-V/def2-TZVPD.

Net charge ... 0
HOMO level ... -6.24 eV
Frontier orbital gap ... 0.0610 hartree

Structure (XYZ):
```
75
Properties=species:S:1:pos:R:3:forces:R:3
C 0.793 1.895 1.568 -0.08 -0.53 -0.11
C -0.363 1.989 0.582 -0.49 0.67 0.25
C -0.579 0.662 -0.151 -0.39 0.99 0.53
C -1.895 0.499 -0.906 1.42 0.36 0.32
C -2.032 1.630 -1.958 -0.58 -0.65 -0.24
Nb -2.001 -1.434 -2.053 -2.81 2.18 0.22
C -3.195 -2.484 -0.374 -0.04 -0.26 1.65
P -4.444 -1.511 0.391 -0.74 -1.81 -1.50
O -5.110 -0.548 -0.458 0.44 1.17 0.46
O -5.535 -2.570 1.175 2.99 1.09 0.91
O -3.711 -0.596 1.696 1.67 -1.01 -1.06
B 0.100 -2.146 -1.230 0.14 -0.22 -1.00
C 0.359 -2.821 0.192 0.40 0.04 -0.25
O 1.258 -2.001 -1.995 0.15 -0.89 -0.39
H 1.252 0.903 1.384 -0.09 0.40 0.52
H 1.559 2.654 1.422 0.01 0.08 0.08
H 0.461 1.903 2.606 0.11 0.05 0.10
H -1.276 2.244 1.131 -0.12 0.03 -0.07
H -0.200 2.827 -0.098 -0.06 -0.21 -0.17
H -0.556 -0.083 0.680 0.37 -0.30 -0.25
H 0.284 0.572 -0.813 0.10 -0.66 0.06
H -2.695 0.682 -0.185 -0.18 -0.39 -0.04
H -2.904 1.441 -2.589 0.01 0.02 -0.12
H -1.171 1.678 -2.620 0.13 0.17 0.06
H -2.229 2.591 -1.481 0.25 0.09 0.08
H -3.512 -1.048 -3.013 0.45 -0.65 -0.99
H -1.937 -3.002 -3.031 0.65 -0.39 0.40
H -1.020 -0.664 -3.379 0.19 -0.13 0.20
H -3.719 -3.329 -0.832 -0.05 0.05 -0.14
H -2.581 -2.936 0.426 0.04 -0.17 -0.13
H -6.136 -2.085 1.782 -0.67 -3.19 -3.38
H -2.910 -1.033 2.007 -0.51 0.18 -0.16
H -0.359 -2.453 0.912 -0.15 -0.26 -0.12
H 0.233 -3.906 0.183 -0.06 -0.03 -0.01
H 1.350 -2.588 0.600 -0.04 -0.08 0.12
H 1.876 -2.683 -1.696 0.37 0.49 0.54
Be 2.994 0.489 0.572 0.65 -0.25 -0.41
O -0.468 7.336 0.611 -0.65 -0.76 -0.75
P 0.050 6.204 -0.266 -1.00 0.61 0.85
O 0.780 6.770 -1.474 0.15 -0.71 -0.22
O -1.120 5.352 -0.743 0.13 0.03 -0.61
O 1.016 5.338 0.527 0.55 0.09 -0.18
C -5.176 5.398 -2.422 -0.05 0.04 -0.03
C -3.966 5.394 -3.339 0.13 -0.02 0.39
O -3.008 6.365 -2.934 -0.13 0.11 -0.12
H -5.644 6.383 -2.415 -0.01 0.00 -0.06
H -5.913 4.659 -2.740 0.00 -0.02 0.04
H -4.879 5.173 -1.394 0.01 -0.09 -0.02
H -4.261 5.638 -4.359 0.09 0.04 -0.02
H -3.492 4.406 -3.341 -0.12 -0.06 -0.11
H -2.735 6.146 -2.034 0.17 -0.03 -0.04
N 3.791 -4.099 -3.078 -0.06 0.11 -0.07
H 4.280 -3.306 -2.650 -0.07 0.03 0.01
H 3.390 -4.688 -2.343 -0.02 0.00 0.02
H 3.037 -3.745 -3.679 -0.05 0.07 0.09
H 4.448 -4.647 -3.634 -0.01 0.00 0.00
K 0.750 8.473 2.072 0.77 0.68 0.93
K -5.689 -0.700 2.664 -2.51 3.69 3.54
O 4.975 -1.199 4.738 0.24 0.05 0.11
C 5.130 -2.066 3.927 -0.31 0.11 -0.26
O 5.938 -3.110 4.233 0.08 -0.01 0.34
C 6.008 -4.277 3.427 -0.04 -0.18 -0.21
C 7.009 -4.121 2.297 0.02 0.11 -0.06
C 4.537 -1.984 2.546 0.90 0.44 -0.58
H 5.015 -4.559 3.072 -0.03 0.09 0.01
H 6.338 -5.074 4.094 0.00 0.08 0.09
H 6.719 -3.319 1.617 -0.06 -0.02 -0.02
H 7.091 -5.048 1.726 0.02 -0.02 0.04
H 7.993 -3.865 2.693 0.00 -0.07 0.02
H 5.220 -1.396 1.913 0.06 -0.06 0.15
H 3.589 -1.478 2.614 0.05 0.22 0.03
H 4.349 -2.943 2.083 0.07 -0.03 -0.07
Cl 2.285 -3.189 3.596 -1.58 -0.50 0.13
Li -1.092 -1.735 2.186 1.06 -0.08 0.33
Cl -7.604 -1.806 -0.387 -1.27 0.11 0.38
```
Forces are in eV/Å.